C3H3N4OS | ωB97M-V with the def2-TZVPD basis set

Last column: Löwdin charge in e.
Geometry (Å):
C: -1.255753 -0.545732 -0.294900  -0.866
C: 1.809776 1.071511 -0.288014  -0.359
C: 1.412506 -0.391315 -0.204241  -0.482
N: -2.899848 -0.674944 0.991688  -0.173
N: -1.485977 0.702995 0.086607  -0.067
N: -2.500648 0.596627 0.949709  -0.146
N: -2.177791 -1.439012 0.206411  -0.071
O: 2.911174 1.474029 -0.018903  0.003
S: 0.083688 -1.057902 -1.275410  0.818
H: 0.867189 1.782154 -0.525147  0.137
H: 2.332816 -1.114709 -0.442967  0.109
H: 0.902871 -0.403702 0.815164  0.097

Atomic forces in eV per Å
C -1.430 -1.065 -0.142
C -2.008 0.771 -0.603
C 0.846 -1.357 -0.045
N -0.722 0.831 0.381
N 0.307 -0.374 0.504
N -0.368 -0.759 -0.253
N 1.703 1.361 -0.244
O -0.112 0.059 -0.202
S 0.482 0.613 -0.237
H 1.889 -1.185 0.396
H -1.788 1.708 1.285
H 1.202 -0.604 -0.840

HOMO energy: -0.174 hartree
SMILES: O=CCSc1nnn[n-]1
Multiplicity: 1
Charge: -1
M: 143.2 g mol⁻¹
LUMO energy: 0.120 Ha
E: -808.57474 Eh
Orbital gap: 8.00 eV
Relative energy (zero: lowest compared OMol25 entry of this formula, charge and spin): 112.48 kJ/mol